{"formula": "C40H58As3HfN3Si", "method": "ωB97M-V/def2-TZVPD", "de_lowest_kj_mol": 124.4, "energy_ha": -8767.63714, "homo_lumo_gap_ev": 6.7, "e_homo_ev": -12.63, "charge": 2, "symbols": ["Hf", "C", "C", "C", "C", "C", "C", "N", "C", "C", "C", "C", "C", "N", "C", "C", "C", "C", "C", "C", "N", "H", "H", "H", "H", "H", "H", "H", "H", "H", "H", "H", "H", "H", "H", "H", "C", "As", "C", "C", "C", "C", "C", "As", "C", "C", "C", "As", "C", "C", "H", "H", "H", "H", "H", "H", "H", "H", "H", "H", "H", "H", "H", "H", "H", "H", "H", "H", "H", "H", "H", "H", "H", "H", "H", "H", "H", "C", "C", "C", "C", "C", "C", "C", "C", "H", "H", "H", "H", "H", "C", "Si", "C", "C", "C", "H", "H", "H", "H", "H", "H", "H", "H", "H", "H", "H"], "xyz": [[-0.104, -0.018, -0.319], [1.418, 1.314, 3.295], [-0.052, 1.036, 3.301], [-0.897, 1.686, 4.190], [-2.241, 1.372, 4.202], [-2.683, 0.337, 3.395], [-1.774, -0.280, 2.565], [-0.498, 0.105, 2.444], [-2.112, -1.516, 1.834], [-3.005, -2.411, 2.390], [-3.147, -3.661, 1.823], [-2.387, -3.976, 0.716], [-1.549, -3.019, 0.178], [-1.400, -1.804, 0.727], [-0.751, -3.318, -1.022], [-1.183, -4.281, -1.916], [-0.390, -4.581, -3.005], [0.804, -3.908, -3.146], [1.148, -2.922, -2.236], [2.424, -2.180, -2.406], [0.373, -2.609, -1.179], [1.710, 1.969, 4.116], [1.703, 1.786, 2.364], [1.971, 0.377, 3.384], [-0.492, 2.432, 4.864], [-2.930, 1.894, 4.857], [-3.720, 0.027, 3.402], [-3.535, -2.149, 3.295], [-3.812, -4.394, 2.263], [-2.424, -4.965, 0.283], [-2.138, -4.767, -1.777], [-0.700, -5.328, -3.726], [1.469, -4.121, -3.975], [2.918, -2.430, -3.344], [3.088, -2.446, -1.589], [2.249, -1.106, -2.387], [3.514, -1.297, 1.269], [2.977, 0.174, 0.111], [4.347, -0.043, -1.262], [3.860, 1.597, 1.127], [3.833, 3.057, 0.648], [4.846, 3.784, 1.552], [2.471, 3.715, 0.899], [0.806, 2.999, 0.117], [0.513, 4.296, -1.294], [-0.380, 3.845, 1.408], [4.264, 3.156, -0.839], [5.140, 4.830, -1.479], [5.816, 3.990, -3.112], [3.642, 5.738, -2.353], [3.061, -1.205, 2.254], [4.597, -1.274, 1.366], [3.211, -2.249, 0.835], [5.274, 0.317, -0.826], [4.121, 0.525, -2.162], [4.464, -1.087, -1.506], [4.894, 1.251, 1.134], [3.509, 1.521, 2.152], [4.645, 3.576, 2.609], [4.803, 4.864, 1.406], [5.867, 3.465, 1.328], [2.506, 4.746, 0.545], [2.278, 3.761, 1.970], [0.749, 5.272, -0.883], [-0.529, 4.265, -1.591], [1.136, 4.093, -2.161], [-0.197, 4.916, 1.377], [-0.198, 3.478, 2.413], [-1.413, 3.635, 1.140], [3.441, 2.895, -1.516], [5.059, 2.430, -1.016], [6.668, 3.353, -2.878], [6.148, 4.763, -3.805], [5.034, 3.396, -3.593], [2.947, 6.151, -1.623], [3.117, 5.067, -3.036], [4.052, 6.568, -2.929], [-1.897, 1.183, -0.005], [-2.903, 1.869, 0.058], [-4.091, 2.669, 0.134], [-5.278, 2.129, 0.635], [-6.418, 2.912, 0.706], [-6.383, 4.234, 0.278], [-5.207, 4.776, -0.225], [-4.062, 3.999, -0.299], [-5.300, 1.095, 0.958], [-7.339, 2.490, 1.090], [-7.279, 4.843, 0.333], [-5.183, 5.806, -0.564], [-3.144, 4.413, -0.698], [-0.475, 0.652, -5.504], [-0.314, 1.205, -3.748], [1.446, 1.836, -3.523], [-1.591, 2.519, -3.442], [-0.548, -0.188, -2.508], [-0.374, 1.535, -6.148], [-1.453, 0.201, -5.709], [0.300, -0.067, -5.794], [1.591, 2.801, -4.030], [2.166, 1.132, -3.962], [1.702, 1.968, -2.468], [-1.351, 3.447, -3.976], [-1.709, 2.727, -2.381], [-2.564, 2.169, -3.811], [-0.091, -1.075, -2.951], [-1.636, -0.392, -2.460]]}

---

{"formula": "C20H22N2O6S", "method": "ωB97M-V/def2-TZVPD", "de_lowest_kj_mol": 2392.2, "energy_ha": -1733.60643, "homo_lumo_gap_ev": 7.8, "e_homo_ev": -8.38, "symbols": ["O", "C", "N", "H", "C", "C", "C", "C", "C", "C", "C", "H", "O", "C", "O", "H", "H", "H", "H", "H", "H", "C", "C", "C", "C", "C", "C", "H", "H", "S", "O", "O", "N", "H", "C", "H", "H", "C", "H", "C", "H", "H", "C", "H", "C", "H", "O", "H", "H", "H", "H"], "xyz": [[2.666, 1.991, -1.982], [2.440, 1.617, -0.959], [3.249, 1.833, 0.101], [2.882, 1.262, 0.964], [4.480, 2.040, -0.128], [5.389, 1.010, 0.271], [6.245, 0.979, 1.447], [7.223, 0.091, 1.364], [7.162, -0.947, 0.499], [6.354, -1.037, -0.484], [5.365, 0.228, -0.666], [4.635, 0.113, -1.618], [6.522, -2.318, -1.314], [7.568, -2.748, -0.527], [7.973, -2.121, 0.434], [8.315, -2.998, -1.141], [7.223, -3.989, -0.191], [7.902, 0.029, 2.390], [6.438, 2.047, 1.903], [4.590, 3.054, 0.882], [4.504, 2.636, -1.071], [0.824, 1.120, -0.525], [0.257, 1.339, 0.575], [-1.052, 0.714, 0.876], [-1.551, 0.075, -0.548], [-0.810, -0.272, -1.515], [0.363, 0.089, -1.696], [0.925, 0.312, -2.656], [-1.446, -0.933, -2.153], [-3.152, -0.810, -0.004], [-3.404, -0.845, 1.282], [-3.380, -1.921, -1.078], [-4.073, 0.553, -0.611], [-4.559, 0.136, -1.536], [-5.105, 1.031, 0.271], [-4.741, 0.999, 1.312], [-4.976, 2.194, 0.018], [-6.533, 0.656, 0.221], [-7.124, 1.542, -0.385], [-7.311, 0.068, 1.239], [-8.200, -0.101, 1.192], [-7.060, 0.459, 2.336], [-6.786, -1.534, 1.005], [-5.738, -1.732, 1.424], [-6.737, -1.575, -0.620], [-7.389, -2.158, -0.960], [-6.465, -0.426, -1.047], [-5.634, -2.363, -0.840], [-7.315, -2.138, 1.328], [-1.669, 0.861, 1.671], [0.719, 1.887, 1.249]]}

---

{"formula": "C3H2I2", "method": "ωB97M-V/def2-TZVPD", "de_lowest_kj_mol": 357.4, "energy_ha": -710.67279, "homo_lumo_gap_ev": [8.3, 7.7], "e_homo_ev": [-9.65, -8.17], "symbols": ["C", "C", "C", "I", "I", "H", "H"], "xyz": [[-1.737, -0.631, -0.097], [-0.555, -0.371, -0.083], [0.788, -0.111, -0.004], [1.988, -0.362, -1.693], [1.703, -0.221, 1.880], [-2.772, -0.789, -0.171], [0.584, 2.485, 0.167]]}

---

{"formula": "C5H9N", "method": "ωB97M-V/def2-TZVPD", "de_lowest_kj_mol": 128.0, "energy_ha": -250.61818, "smiles": "C=C/C(C)=C/N", "homo_lumo_gap_ev": 8.5, "e_homo_ev": -7.58, "symbols": ["C", "C", "C", "C", "C", "N", "H", "H", "H", "H", "H", "H", "H", "H", "H"], "xyz": [[1.291, -1.806, 0.931], [0.073, -1.295, 0.661], [-0.208, -0.118, -0.171], [0.881, 0.431, -1.043], [-1.335, 0.559, 0.119], [-1.685, 1.855, -0.228], [2.035, -1.390, 0.264], [1.474, -2.576, 1.659], [-0.811, -1.835, 1.007], [1.710, 0.972, -0.562], [0.488, 1.005, -1.882], [1.446, -0.418, -1.447], [-2.090, -0.039, 0.624], [-0.890, 2.468, -0.358], [-2.379, 2.187, 0.427]]}

---

{"formula": "C52H104O13", "method": "ωB97M-V/def2-TZVPD", "de_lowest_kj_mol": 242.3, "energy_ha": -3021.51940, "homo_lumo_gap_ev": 9.7, "e_homo_ev": -9.26, "symbols": ["C", "C", "C", "O", "C", "H", "H", "H", "H", "H", "H", "H", "H", "C", "C", "C", "O", "C", "H", "H", "H", "H", "H", "H", "H", "H", "C", "C", "C", "O", "C", "H", "H", "H", "H", "H", "H", "H", "H", "C", "C", "C", "O", "C", "H", "H", "H", "H", "H", "H", "H", "H", "C", "C", "C", "O", "C", "H", "H", "H", "H", "H", "H", "H", "H", "C", "C", "C", "O", "C", "H", "H", "H", "H", "H", "H", "H", "H", "C", "C", "C", "O", "C", "H", "H", "H", "H", "H", "H", "H", "H", "C", "C", "C", "O", "C", "H", "H", "H", "H", "H", "H", "H", "H", "C", "C", "C", "O", "C", "H", "H", "H", "H", "H", "H", "H", "H", "C", "C", "C", "O", "C", "H", "H", "H", "H", "H", "H", "H", "H", "C", "C", "C", "O", "C", "H", "H", "H", "H", "H", "H", "H", "H", "C", "C", "C", "O", "C", "H", "H", "H", "H", "H", "H", "H", "H", "C", "C", "C", "O", "C", "H", "H", "H", "H", "H", "H", "H", "H"], "xyz": [[-1.405, -2.419, 5.381], [-0.382, -2.326, 4.273], [0.422, -3.637, 4.434], [-0.280, -4.318, 5.505], [-1.628, -3.869, 5.601], [-2.328, -1.899, 5.110], [-1.110, -1.935, 6.314], [0.255, -1.444, 4.345], [-0.850, -2.277, 3.289], [1.460, -3.620, 4.762], [0.367, -4.228, 3.517], [-2.083, -4.148, 6.550], [-2.237, -4.290, 4.793], [-4.598, -0.930, 3.470], [-5.713, 0.032, 3.911], [-5.939, 0.930, 2.634], [-5.639, 0.088, 1.532], [-4.711, -0.884, 1.977], [-4.650, -1.966, 3.803], [-3.605, -0.543, 3.706], [-5.488, 0.630, 4.793], [-6.649, -0.494, 4.101], [-5.321, 1.829, 2.639], [-7.010, 1.132, 2.640], [-3.726, -0.715, 1.530], [-5.148, -1.800, 1.572], [3.712, -0.341, -3.829], [4.372, 0.266, -2.626], [5.725, 0.707, -3.167], [5.487, 1.029, -4.527], [4.232, 0.491, -5.016], [2.644, -0.210, -3.648], [3.979, -1.396, -3.747], [4.487, -0.416, -1.784], [3.913, 1.194, -2.272], [6.393, -0.158, -3.080], [6.232, 1.520, -2.647], [4.493, -0.084, -5.904], [3.560, 1.322, -5.227], [-4.420, -1.824, -1.597], [-3.022, -2.256, -2.077], [-3.238, -2.365, -3.596], [-4.357, -1.580, -3.986], [-5.255, -1.678, -2.900], [-4.366, -0.927, -0.980], [-4.840, -2.565, -0.914], [-2.669, -3.165, -1.594], [-2.305, -1.458, -1.880], [-3.378, -3.408, -3.892], [-2.378, -1.913, -4.089], [-5.970, -2.496, -3.028], [-5.835, -0.757, -2.994], [1.288, -1.091, -6.979], [0.309, -1.875, -6.072], [-0.033, -0.829, -4.948], [0.577, 0.358, -5.383], [0.857, 0.389, -6.783], [1.241, -1.360, -8.034], [2.291, -1.152, -6.562], [0.825, -2.712, -5.604], [-0.596, -2.217, -6.572], [0.455, -1.119, -4.016], [-1.089, -0.572, -4.849], [1.576, 1.149, -7.091], [-0.101, 0.797, -7.123], [0.055, -3.744, -2.439], [1.320, -4.143, -3.173], [2.228, -4.876, -2.145], [1.584, -4.589, -0.931], [0.206, -4.456, -1.108], [-0.854, -3.943, -3.002], [0.189, -2.695, -2.173], [1.698, -3.211, -3.597], [1.192, -4.838, -4.004], [3.240, -4.483, -2.060], [2.239, -5.948, -2.356], [-0.242, -3.826, -0.340], [-0.288, -5.431, -1.039], [-0.733, 3.404, 4.460], [-1.773, 3.397, 3.369], [-2.501, 2.067, 3.536], [-1.674, 1.310, 4.422], [-0.516, 2.005, 4.935], [-1.041, 3.942, 5.358], [0.191, 3.839, 4.076], [-1.381, 3.427, 2.352], [-2.500, 4.195, 3.521], [-2.665, 1.487, 2.626], [-3.450, 2.095, 4.078], [0.321, 1.437, 4.524], [-0.453, 1.986, 6.023], [3.854, 3.739, 1.102], [4.294, 4.511, 2.320], [5.248, 5.538, 1.667], [5.960, 4.650, 0.763], [5.004, 3.770, 0.128], [2.993, 4.249, 0.658], [3.423, 2.740, 1.192], [4.919, 4.007, 3.060], [3.486, 4.929, 2.922], [5.870, 6.029, 2.413], [4.765, 6.333, 1.093], [5.384, 2.759, -0.016], [4.803, 4.281, -0.815], [-2.283, 3.684, -0.859], [-3.032, 5.010, -0.878], [-4.147, 4.800, 0.156], [-4.511, 3.435, -0.030], [-3.327, 2.681, -0.412], [-1.474, 3.552, -0.139], [-1.894, 3.333, -1.816], [-3.542, 5.182, -1.827], [-2.354, 5.850, -0.726], [-4.926, 5.527, -0.069], [-3.784, 4.959, 1.175], [-3.613, 2.065, -1.264], [-2.940, 2.088, 0.416], [-3.509, -5.261, 0.613], [-3.147, -6.396, 1.532], [-1.686, -6.023, 1.927], [-1.692, -4.617, 1.735], [-2.919, -4.065, 1.295], [-4.594, -5.197, 0.517], [-2.985, -5.326, -0.343], [-3.273, -7.361, 1.043], [-3.847, -6.334, 2.367], [-0.979, -6.462, 1.220], [-1.351, -6.163, 2.955], [-2.773, -3.234, 0.604], [-3.376, -3.713, 2.225], [0.630, -0.224, -0.732], [0.160, -1.069, 0.451], [-0.398, -0.067, 1.495], [-0.676, 1.085, 0.668], [0.375, 1.177, -0.271], [-0.016, -0.447, -1.582], [1.654, -0.449, -1.029], [1.045, -1.570, 0.846], [-0.555, -1.813, 0.105], [0.332, 0.318, 2.215], [-1.263, -0.300, 2.114], [1.293, 1.652, 0.088], [-0.073, 1.734, -1.095], [1.259, 4.763, -1.953], [2.360, 5.753, -2.241], [3.199, 5.074, -3.335], [2.584, 3.819, -3.687], [1.248, 3.938, -3.238], [0.316, 5.296, -1.829], [1.434, 4.173, -1.053], [2.969, 5.926, -1.355], [1.910, 6.652, -2.660], [4.231, 4.884, -3.041], [3.214, 5.773, -4.175], [0.795, 2.958, -3.079], [0.611, 4.436, -3.977], [3.874, 0.065, 3.744], [5.024, 0.497, 2.854], [5.486, -0.781, 2.141], [4.794, -1.861, 2.732], [3.565, -1.377, 3.261], [3.026, 0.724, 3.558], [4.133, 0.031, 4.801], [5.830, 0.945, 3.437], [4.693, 1.242, 2.132], [6.565, -0.907, 2.201], [5.087, -0.754, 1.122], [3.173, -2.096, 3.978], [2.876, -1.356, 2.409]]}

---

{"formula": "C5H14NO2", "method": "ωB97M-V/def2-TZVPD", "de_lowest_kj_mol": 444.7, "multiplicity": 2, "energy_ha": -403.83284, "homo_lumo_gap_ev": [5.3, 6.6], "e_homo_ev": [1.64, 0.33], "charge": -2, "s2": 0.756, "symbols": ["C", "C", "C", "N", "C", "C", "O", "H", "H", "H", "H", "H", "H", "H", "H", "H", "H", "H", "H", "H", "H", "O"], "xyz": [[0.449, -0.584, 1.267], [1.782, -1.237, 1.306], [-0.416, -1.034, 0.072], [-1.701, -0.392, -0.074], [-1.638, 0.590, -1.203], [-0.772, 1.877, -0.765], [-1.438, 2.018, 1.129], [-0.158, -1.006, 2.141], [0.486, 0.511, 1.427], [1.794, -2.190, 1.934], [1.966, -1.570, 0.289], [2.655, -0.656, 1.592], [-0.439, -2.239, 0.185], [0.293, -0.907, -0.861], [-1.703, 0.425, 0.685], [-2.668, 0.768, -1.545], [-1.294, 0.102, -2.156], [-0.877, 2.777, -1.403], [-1.541, 2.167, 0.083], [2.860, -0.844, -1.822], [0.301, 1.772, -0.501], [2.060, -0.350, -1.779]]}

---

{"formula": "C20H19FeN2O4S", "method": "ωB97M-V/def2-TZVPD", "de_lowest_kj_mol": 33.8, "multiplicity": 5, "energy_ha": -2845.43043, "homo_lumo_gap_ev": [4.8, 3.4], "e_homo_ev": [-7.76, -10.30], "charge": 1, "s2": 6.159, "symbols": ["C", "O", "C", "C", "C", "C", "C", "C", "Fe", "C", "O", "C", "O", "C", "O", "H", "H", "H", "H", "H", "H", "H", "H", "H", "C", "C", "C", "C", "C", "C", "S", "C", "N", "C", "C", "C", "N", "H", "H", "H", "H", "H", "H", "H", "H", "H", "H"], "xyz": [[-3.415, 2.501, -2.743], [-2.127, 2.783, -3.333], [-1.052, 1.963, -3.099], [-0.584, 1.586, -1.801], [-0.160, 0.157, -1.780], [0.912, -0.075, -2.749], [0.944, 0.763, -3.872], [-0.123, 1.703, -4.128], [1.033, 2.579, -2.581], [2.070, 2.460, -1.145], [2.859, 2.511, -0.288], [0.478, 4.194, -2.160], [0.328, 5.336, -1.986], [2.378, 3.227, -3.544], [3.272, 3.856, -3.946], [-3.942, 3.454, -2.612], [-3.965, 1.887, -3.468], [-3.310, 1.963, -1.789], [-1.100, 1.958, -0.914], [0.154, -0.088, -0.764], [-1.027, -0.510, -1.985], [1.716, -0.772, -2.472], [1.687, 0.625, -4.678], [-0.248, 2.265, -5.060], [1.188, -1.442, 5.751], [0.417, -2.038, 4.740], [0.651, -1.681, 3.414], [1.625, -0.734, 3.075], [2.401, -0.148, 4.075], [2.181, -0.504, 5.420], [1.697, -0.456, 1.358], [0.344, -1.587, 1.107], [-0.131, -1.863, -0.073], [-1.084, -2.996, -0.144], [-1.890, -3.198, 1.108], [-1.079, -3.168, 2.380], [-0.037, -2.150, 2.291], [1.030, -1.713, 6.798], [-0.360, -2.774, 4.954], [3.160, 0.568, 3.760], [2.794, -0.055, 6.203], [-1.715, -2.752, -1.000], [-0.558, -3.945, -0.341], [-2.675, -2.446, 1.150], [-2.364, -4.175, 1.069], [-1.731, -2.912, 3.217], [-0.640, -4.156, 2.582]]}

---

{"formula": "C9H12N3", "method": "ωB97M-V/def2-TZVPD", "de_lowest_kj_mol": 497.6, "energy_ha": -513.98658, "smiles": "CN(CC[N+]#N)c1ccccc1", "homo_lumo_gap_ev": 4.7, "e_homo_ev": -11.10, "charge": 1, "symbols": ["C", "N", "C", "C", "N", "N", "C", "C", "C", "C", "C", "C", "H", "H", "H", "H", "H", "H", "H", "H", "H", "H", "H", "H"], "xyz": [[-1.135, -0.381, -1.644], [-0.662, 0.145, -0.330], [-1.573, 0.328, 0.690], [-2.618, -0.772, 1.282], [-2.662, -2.344, 1.398], [-3.178, -3.366, 1.512], [0.675, 0.533, -0.272], [1.487, -0.197, -1.119], [2.870, -0.122, -1.079], [3.529, 0.809, -0.220], [2.697, 1.484, 0.666], [1.307, 1.354, 0.751], [-0.417, -0.017, -2.421], [-1.215, -1.482, -1.619], [-2.135, 0.024, -1.836], [-1.212, 0.898, 1.533], [-2.432, 0.853, 0.214], [-3.672, -0.322, 0.779], [-2.751, -0.332, 2.335], [1.003, -0.984, -1.750], [3.424, -0.842, -1.669], [4.656, 0.779, -0.155], [3.220, 2.178, 1.328], [0.795, 1.778, 1.626]]}